No. 1
Molecular formula: C4H4N2
Method: DFT, ωB97M-V/def2-TZVPD

Geometry as XYZ:
```
10
Properties=species:S:1:pos:R:3:forces:R:3
C -0.153 -1.311 0.011 2.57 1.06 -0.02
C 1.195 -0.711 0.114 1.04 0.30 -0.25
C 0.510 1.505 -0.139 -0.03 0.15 -2.74
C -1.070 -0.384 -0.095 -1.51 0.15 -0.15
N 1.253 0.596 0.150 1.01 -3.45 0.31
N -1.884 0.473 0.208 -0.95 1.69 -0.82
H -0.111 -2.340 -0.204 -0.86 -0.96 -0.25
H 2.119 -1.301 -0.088 -0.95 0.59 0.55
H 0.262 2.220 0.532 -0.72 2.43 2.30
H -2.120 1.253 -0.491 0.42 -1.95 1.08
```
Forces are in eV/Å.

The value obtained for the total energy is -264.15677 hartree. Its frontier orbital gap is 8.24 eV.

Here are the Löwdin charges for atoms 1 to 2, given in e:
1. C -0.06
2. C -0.16

No. 2
Molecular formula: C4H4N2
Method: DFT, ωB97M-V/def2-TZVPD

Geometry as XYZ:
```
10
Properties=species:S:1:pos:R:3:forces:R:3
C -1.013 -0.585 -0.147 0.07 0.15 -0.37
C 0.329 0.111 0.303 -0.81 -0.48 -0.08
C 1.558 -0.421 -0.337 -0.21 -0.32 -0.30
N 2.452 -0.884 -0.900 -0.61 0.40 0.52
C 0.302 1.594 0.261 -0.44 0.08 -0.19
N 0.189 2.739 0.176 0.19 -0.88 0.15
H -1.850 -0.183 0.447 0.44 0.15 -0.36
H -0.982 -1.660 0.101 0.32 0.47 -0.29
H -1.191 -0.446 -1.208 -0.20 -0.07 -0.07
H 0.206 -0.264 1.304 1.25 0.50 0.98
```
Forces are in eV/Å.

The structure (SMILES) is CC(C#N)C#N. The value obtained for the total energy is -264.29162 hartree. Its frontier orbital gap is 12.49 eV.

Here are the Löwdin charges for atoms 1 to 2, given in e:
1. C -0.05
2. C -0.32

No. 3
Molecular formula: C4H4N2
Method: DFT, ωB97M-V/def2-TZVPD

Geometry as XYZ:
```
10
Properties=species:S:1:pos:R:3:forces:R:3
C 0.931 -0.775 0.372 -1.80 -0.93 -0.31
C 1.963 0.016 0.656 0.21 0.74 0.22
C 0.821 1.354 -0.116 -4.49 -2.27 -1.21
C -1.331 -0.064 -0.459 -0.59 3.48 1.63
N 2.005 1.319 0.345 3.79 1.04 0.90
N 0.051 0.076 -0.192 3.04 2.35 -0.04
H 0.671 -1.758 0.647 0.29 -0.99 0.15
H -1.547 -1.030 -0.715 -0.57 -2.19 -1.74
H -1.841 0.036 0.488 -0.44 0.13 0.57
H -1.724 0.826 -1.026 0.56 -1.36 -0.17
```
Forces are in eV/Å.

The value obtained for the total energy is -264.09512 hartree. Its frontier orbital gap (spin up / spin down) is 7.21 / 7.21 eV.

Here are the Löwdin charges for atoms 1 to 2, given in e:
1. C -0.14
2. C 0.00

No. 4
Molecular formula: C4H4N2
Method: DFT, ωB97M-V/def2-TZVPD

Geometry as XYZ:
```
10
Properties=species:S:1:pos:R:3:forces:R:3
N -0.389 -1.685 -0.659 -0.10 0.04 0.03
C 0.035 0.599 0.758 -0.18 0.06 0.19
C 0.268 -0.633 -0.068 0.29 0.17 0.10
C 1.335 0.034 0.214 -0.16 -0.24 -0.17
C -0.582 1.772 0.139 -0.40 0.71 -0.44
N -1.094 2.676 -0.375 0.51 -0.86 0.51
H -0.416 -1.632 -1.667 0.16 -0.14 -0.02
H -1.317 -1.818 -0.286 -0.09 0.08 -0.09
H -0.237 0.491 1.809 0.16 0.06 -0.11
H 2.398 0.196 0.136 -0.20 0.12 0.00
```
Forces are in eV/Å.

The structure (SMILES) is N#C[C@@H]1C=C1N. The value obtained for the total energy is -264.23581 hartree. Its frontier orbital gap is 10.33 eV.

Here are the Löwdin charges for atoms 1 to 2, given in e:
1. N 0.11
2. C -0.22

No. 5
Molecular formula: C4H4N2
Method: DFT, ωB97M-V/def2-TZVPD

Geometry as XYZ:
```
10
Properties=species:S:1:pos:R:3:forces:R:3
C -0.291 0.531 1.938 -0.35 0.44 -0.21
C -1.012 1.333 1.407 0.35 -0.41 0.33
N -0.898 1.715 -1.694 1.47 -0.88 -1.12
N -0.097 1.223 -2.269 -1.48 0.94 1.02
C 1.092 -1.486 -1.219 -0.11 -0.17 0.39
C 0.710 -1.851 -0.139 0.16 0.08 -0.47
H 0.356 -0.172 2.417 -0.12 0.17 -0.08
H -1.647 2.044 0.925 0.10 -0.13 0.10
H 1.424 -1.150 -2.179 -0.07 -0.09 0.25
H 0.363 -2.188 0.813 0.05 0.05 -0.22
```
Forces are in eV/Å.

The structure (SMILES) is C#C.C#C.N#N. The value obtained for the total energy is -264.20136 hartree. Its frontier orbital gap is 11.69 eV.

Here are the Löwdin charges for atoms 1 to 2, given in e:
1. C -0.03
2. C -0.03

No. 6
Molecular formula: C4H4N2O
Method: DFT, ωB97M-V/def2-TZVPD

Geometry as XYZ:
```
11
Properties=species:S:1:pos:R:3:forces:R:3
C 0.437 -0.798 0.384 -1.86 0.47 -1.57
C 0.182 1.471 -0.201 2.64 2.06 -1.29
C -1.087 0.761 -0.437 -1.74 -0.82 -0.01
C -0.961 -0.572 -0.162 -1.93 1.19 -0.40
H 0.567 -2.726 0.603 0.47 1.37 -0.24
H 2.027 0.605 0.496 -2.62 -0.20 -0.32
H -2.017 1.283 -0.747 0.92 -0.54 0.02
H -1.862 -1.269 -0.347 2.06 0.84 0.62
N 1.105 -1.825 0.613 0.15 -1.83 0.83
N 0.961 0.477 0.364 4.10 0.99 0.91
O 0.647 2.593 -0.566 -2.18 -3.52 1.47
```
Forces are in eV/Å.

The structure (SMILES) is [H]/N=C1\C=CC(=O)N1. The value obtained for the total energy is -339.55189 hartree. Its frontier orbital gap is 9.39 eV.

Here are the Löwdin charges for atoms 1 to 2, given in e:
1. C -0.45
2. C -0.42

No. 7
Molecular formula: C4H4N2O
Method: DFT, ωB97M-V/def2-TZVPD

Geometry as XYZ:
```
11
Properties=species:S:1:pos:R:3:forces:R:3
N -0.568 -1.546 0.056 0.85 0.09 -0.85
C -1.339 -0.523 0.028 -0.86 -1.05 0.68
C -0.280 0.964 -0.024 0.03 0.60 0.22
C 0.957 0.431 -0.006 0.26 0.12 -0.09
C 2.120 -0.131 0.024 -0.31 -0.12 -0.03
N -0.796 2.110 -0.058 -0.02 -0.22 0.03
O -2.493 -0.193 0.101 0.71 0.51 -0.41
H -1.035 -2.421 -0.180 -0.39 0.18 0.47
H -1.816 2.022 0.011 0.00 -0.15 -0.08
H 3.009 0.489 -0.074 -0.14 0.06 0.03
H 2.240 -1.203 0.121 -0.13 -0.01 0.02
```
Forces are in eV/Å.

The value obtained for the total energy is -339.40645 hartree. Its frontier orbital gap (spin up / spin down) is 7.84 / 7.84 eV.

Here are the Löwdin charges for atoms 1 to 2, given in e:
1. N 0.09
2. C -0.54

No. 8
Molecular formula: C4H4N2O
Method: DFT, ωB97M-V/def2-TZVPD

Geometry as XYZ:
```
11
Properties=species:S:1:pos:R:3:forces:R:3
C 0.136 -0.286 1.700 1.76 -0.15 -3.17
C -0.074 -0.342 0.256 -1.62 2.03 2.47
C -1.332 -0.186 -0.594 -0.26 -3.99 2.87
C 0.385 0.462 -1.729 2.35 -2.57 1.68
H 1.600 0.867 1.284 -0.61 -3.11 2.79
H -0.495 -0.787 2.384 -0.67 -0.20 0.86
H -2.391 -0.692 -0.467 2.28 1.46 0.09
H 0.800 0.567 -2.798 0.33 0.40 2.41
N -0.884 0.072 -1.752 -2.28 1.84 -2.68
N 0.964 0.146 -0.465 -0.21 1.89 -3.62
O 1.291 0.181 2.182 -1.07 2.40 -3.71
```
Forces are in eV/Å.

The structure (SMILES) is O/C=C1/C=NC=N1. The value obtained for the total energy is -339.45608 hartree. Its frontier orbital gap is 7.87 eV.

Here are the Löwdin charges for atoms 1 to 2, given in e:
1. C -0.06
2. C -0.30

No. 9
Molecular formula: C4H4N2O
Method: DFT, ωB97M-V/def2-TZVPD

Geometry as XYZ:
```
11
Properties=species:S:1:pos:R:3:forces:R:3
N -1.976 -0.752 -2.022 0.68 0.06 0.12
C -1.020 -0.089 -1.527 0.24 1.38 -1.56
C -0.020 0.266 -0.704 0.49 -1.35 1.91
N 0.636 1.133 -0.093 -0.32 -0.81 0.02
C 1.129 0.884 1.106 0.29 0.25 0.46
C 0.846 -0.406 1.640 -0.08 0.15 -0.19
O 0.170 -1.196 0.971 -0.06 0.34 -0.22
H -2.159 -1.624 -1.535 -0.04 0.03 0.41
H -0.566 0.835 -2.091 -1.29 -0.21 -0.72
H 1.719 1.615 1.620 0.14 0.26 0.01
H 1.238 -0.666 2.636 -0.06 -0.10 -0.22
```
Forces are in eV/Å.

The value obtained for the total energy is -339.42504 hartree. Its frontier orbital gap is 7.91 eV.

Here are the Löwdin charges for atoms 1 to 2, given in e:
1. N 0.12
2. C -0.26

No. 10
Molecular formula: C4H4N2O
Method: DFT, ωB97M-V/def2-TZVPD

Geometry as XYZ:
```
11
Properties=species:S:1:pos:R:3:forces:R:3
O -2.011 -0.480 1.482 0.50 0.30 -0.42
C -1.049 -0.166 0.823 -0.32 -0.14 0.18
C 0.040 -1.155 0.463 0.06 -0.16 -0.03
C 1.017 -0.853 -0.641 -0.27 0.31 0.16
N 0.903 0.419 -1.027 0.11 -0.34 0.04
C 0.023 1.385 -0.498 -0.15 -0.02 0.24
N -0.891 1.175 0.359 0.19 -0.02 -0.12
H 0.656 -1.330 1.362 -0.04 0.06 -0.16
H -0.425 -2.136 0.296 0.13 0.15 -0.01
H 1.543 0.744 -1.742 -0.14 0.00 0.08
H 0.194 2.396 -0.877 -0.07 -0.15 0.04
```
Forces are in eV/Å.

The value obtained for the total energy is -339.49465 hartree. Its frontier orbital gap is 8.33 eV.

Here are the Löwdin charges for atoms 1 to 2, given in e:
1. O 0.10
2. C -0.46

What is the total energy in the seventh record? -339.40645 hartree

The highest total energy belongs to which entry? number 3

Among the records above, which one has the highest total energy? number 3